[1]
The following is a DFT calculation (wB97M-V/def2-TZVPD) of 6 unconnected molecules or ions with the total composition C40H56BrF2NO18S3.

Calculated values
- DFT total energy (hartree) = -6934.4627
- LUMO energy (eV) = -1.967
- relative energy (zero: lowest compared OMol25 entry of this formula, charge and spin) (kcal/mol) = 428.3

Each line ends with the Löwdin charge.
CARTESIAN COORDINATES (ANGSTROEM)
1 C -2.152 -9.214 -0.333  0.0345
2 C -2.264 -7.872 -0.809  -0.0735
3 C -2.087 -6.424 -1.606  -0.1092
4 C -0.493 -6.120 -2.030  -0.3965
5 N -0.178 -7.190 -3.033  0.0288
6 C 0.958 -6.996 -3.754  -0.5100
7 S 2.455 -6.396 -4.393  0.6570
8 C 0.550 -6.283 -0.776  -0.6097
9 Br 1.232 -8.145 -0.455  0.7333
10 O -0.108 -5.874 0.475  -0.2953
11 S -0.360 -4.170 0.388  0.8592
12 O 0.577 -3.561 1.462  -0.3106
13 O -1.823 -3.969 0.952  -0.3218
14 C -0.194 -3.450 -1.330  -0.3767
15 C -1.316 -2.210 -1.400  -0.2064
16 C -1.142 -1.072 -0.244  -0.1830
17 C -0.704 0.395 -0.912  -0.1760
18 C -0.426 1.480 0.327  -0.1841
19 C 1.130 1.476 0.856  -0.1953
20 C 2.140 2.448 -0.013  -0.2023
21 C 3.524 1.722 -0.509  -0.1823
22 C 4.416 1.036 0.684  -0.1583
23 O 5.820 0.735 0.250  -0.1347
24 C 5.830 -0.396 -0.703  -0.2717
25 C 6.126 -1.979 -0.277  -0.0229
26 O 5.637 -0.189 -2.034  -0.0511
27 S 1.471 -2.586 -1.649  0.8897
28 O 2.612 -3.550 -2.048  -0.3385
29 O 1.983 -1.723 -0.482  -0.3125
30 F 1.258 -1.516 -3.016  -0.2290
31 C -0.441 -4.567 -2.559  -0.1604
32 C -1.752 -4.145 -3.512  -0.0427
33 C -1.917 -5.162 -4.830  -0.1333
34 O -0.932 -5.311 -5.754  -0.0103
35 F -3.213 -5.906 -5.012  -0.0416
36 H -1.769 -10.292 0.008  0.0675
37 H -2.780 -6.545 -2.571  0.1285
38 H -2.562 -5.557 -0.981  0.1116
39 H 1.525 -5.600 -0.868  0.1306
40 H -2.408 -2.670 -1.246  0.1327
41 H -1.232 -1.629 -2.440  0.1182
42 H -0.353 -1.292 0.586  0.1042
43 H -2.212 -0.872 0.244  0.1419
44 H 0.305 0.331 -1.505  0.0990
45 H -1.538 0.829 -1.617  0.1005
46 H -0.722 2.573 0.020  0.1054
47 H -1.090 1.095 1.223  0.1092
48 H 1.103 1.944 1.954  0.1084
49 H 1.600 0.407 0.980  0.0956
50 H 2.463 3.357 0.688  0.1075
51 H 1.529 2.923 -0.898  0.1151
52 H 4.216 2.562 -0.998  0.1183
53 H 3.251 0.943 -1.353  0.1111
54 H 3.958 -0.021 0.983  0.1289
55 H 4.501 1.773 1.606  0.1494
56 H 5.826 -2.657 -1.208  0.1003
57 H 5.442 -2.251 0.643  0.0890
58 H 7.277 -2.157 -0.023  0.0995
59 H 0.472 -4.341 -3.298  0.1369
60 H -1.593 -3.076 -4.023  0.1434
61 H -2.749 -4.059 -2.908  0.1279
62 O 0.572 4.753 1.288  0.0930
63 C -0.444 5.419 1.178  -0.4403
64 O -1.163 5.542 0.023  0.0234
65 C -2.220 6.478 0.227  -0.1731
66 C -2.441 6.510 1.717  -0.1667
67 C -1.059 6.252 2.262  -0.0804
68 H -1.907 7.450 -0.168  0.1289
69 H -3.114 6.148 -0.311  0.1255
70 H -2.882 7.448 2.067  0.1198
71 H -3.110 5.692 2.010  0.1225
72 H -0.486 7.177 2.370  0.1438
73 H -1.096 5.705 3.207  0.1040
74 O -3.245 -0.911 -2.647  0.0681
75 C -3.394 -0.323 -3.705  -0.4347
76 O -3.043 -0.830 -4.923  0.0237
77 C -3.255 0.165 -5.924  -0.1614
78 C -4.263 1.115 -5.332  -0.1618
79 C -3.940 1.064 -3.860  -0.0773
80 H -2.299 0.654 -6.139  0.1342
81 H -3.627 -0.306 -6.839  0.1319
82 H -4.208 2.120 -5.757  0.1256
83 H -5.277 0.731 -5.499  0.1253
84 H -3.165 1.786 -3.588  0.1384
85 H -4.834 1.207 -3.248  0.1363
86 O 0.405 5.348 4.984  0.0886
87 C 0.059 4.235 5.345  -0.4536
88 O -1.240 3.824 5.436  0.0232
89 C -1.278 2.511 5.993  -0.1641
90 C 0.087 1.929 5.733  -0.1916
91 C 0.980 3.142 5.795  -0.0713
92 H -1.499 2.592 7.063  0.1289
93 H -2.069 1.929 5.511  0.1285
94 H 0.363 1.145 6.443  0.1034
95 H 0.121 1.500 4.724  0.1173
96 H 1.312 3.351 6.816  0.1349
97 H 1.835 3.045 5.122  0.1321
98 O 0.611 5.116 -3.914  0.0909
99 C 1.826 5.071 -3.818  -0.4636
100 O 2.546 5.703 -2.844  0.0276
101 C 3.938 5.525 -3.101  -0.1693
102 C 4.028 4.300 -3.973  -0.1650
103 C 2.747 4.362 -4.765  -0.0881
104 H 4.318 6.421 -3.603  0.1274
105 H 4.473 5.394 -2.156  0.1281
106 H 4.927 4.280 -4.595  0.1221
107 H 4.030 3.399 -3.347  0.1111
108 H 2.858 4.963 -5.672  0.1344
109 H 2.374 3.364 -5.004  0.1303
110 O -0.158 -0.470 5.637  0.0655
111 C -0.963 -1.023 6.367  -0.4247
112 O -1.644 -0.402 7.375  0.0231
113 C -2.412 -1.370 8.087  -0.1639
114 C -2.591 -2.519 7.130  -0.1656
115 C -1.317 -2.479 6.324  -0.0735
116 H -1.860 -1.660 8.987  0.1307
117 H -3.370 -0.933 8.384  0.1303
118 H -2.762 -3.475 7.632  0.1223
119 H -3.447 -2.324 6.472  0.1251
120 H -0.518 -3.055 6.799  0.1399
121 H -1.481 -2.815 5.298  0.1363

=====

[2]
The following is a DFT calculation (wB97M-V/def2-TZVPD) of 15 unconnected molecules or ions with the total composition H29O15.

Calculated values
- DFT total energy (hartree) = -1146.0661
- LUMO energy (eV) = 2.365
- net charge = -1
- relative energy (zero: lowest compared OMol25 entry of this formula, charge and spin) (kcal/mol) = 4.0

Each line ends with the Löwdin charge.
CARTESIAN COORDINATES (ANGSTROEM)
1 O -2.027 0.303 -4.672  -0.0749
2 H -2.011 -0.450 -4.074  0.0126
3 H -2.857 2.088 -0.130  -0.0035
4 O 1.378 -0.898 2.061  -0.1120
5 H 0.850 -0.311 1.411  0.0245
6 H -0.652 -1.678 -1.703  0.0256
7 O -3.637 2.400 -0.616  -0.0662
8 H 1.402 0.008 -1.143  -0.0134
9 H -1.364 1.796 2.030  0.0342
10 O 1.122 1.647 -3.718  -0.0997
11 H 2.309 -2.542 -1.324  0.0332
12 H 1.417 0.868 -3.164  -0.0151
13 O 5.460 -0.417 0.113  -0.0761
14 H 4.565 -0.600 -0.240  0.0308
15 H 0.984 1.523 0.160  0.0168
16 O -0.359 -1.205 4.163  -0.0980
17 H 2.709 0.513 2.915  -0.0060
18 H -1.085 -0.898 3.607  0.0155
19 O 1.731 -0.344 -2.073  -0.1466
20 H 5.058 0.308 0.628  0.0392
21 H 1.635 -1.546 1.395  0.0187
22 O -0.508 -4.113 1.416  -0.0582
23 H -0.721 -3.937 2.336  0.0284
24 H -1.283 0.912 -4.618  0.0134
25 O 1.720 -2.919 -0.646  -0.0590
26 H 2.272 -2.740 0.123  0.0198
27 H -3.373 2.585 -1.520  0.0413
28 O 3.187 1.099 3.528  -0.0820
29 H 0.753 2.312 -3.138  0.0178
30 O -1.888 4.666 0.511  -0.0702
31 H -1.790 4.323 1.402  0.0167
32 H 2.588 1.868 3.524  0.0360
33 O -4.379 -1.501 0.181  -0.0570
34 H -3.470 -1.734 0.335  0.0083
35 H -4.353 -1.161 -0.716  0.0299
36 O 0.851 0.577 0.072  -0.3291
37 H 1.041 -0.727 -2.636  0.0312
38 H -1.352 -4.388 1.030  0.0335
39 O -1.383 1.469 1.130  -0.0849
40 H 0.408 -1.022 3.571  -0.0073
41 H -2.614 4.133 0.155  -0.0016
42 O -1.161 -0.878 -1.553  -0.0496
43 H -0.556 1.012 0.801  -0.0135
44 H -0.617 -0.401 -0.914  -0.0035

=====

[3]
The following is a DFT calculation (wB97M-V/def2-TZVPD) of 2 unconnected molecules or ions with the total composition C5H14.

Calculated values
- DFT total energy (hartree) = -198.8260
- LUMO energy (eV) = 1.189
- relative energy (zero: lowest compared OMol25 entry of this formula, charge and spin) (kcal/mol) = 39.6

Each line ends with the Löwdin charge.
CARTESIAN COORDINATES (ANGSTROEM)
1 C 1.414 -0.358 -0.543  -0.2988
2 C 1.430 1.023 -1.127  -0.1431
3 C 0.730 -1.247 -1.550  -0.1548
4 H 2.432 -0.633 -0.421  0.0888
5 H 0.743 -0.364 0.425  0.1005
6 H 1.551 1.099 -2.213  0.0734
7 H -0.345 -1.161 -1.570  0.0488
8 H 2.322 1.497 -0.855  0.0478
9 H 0.616 1.682 -0.987  0.0566
10 H 1.022 -0.936 -2.652  0.0974
11 H 0.968 -2.335 -1.724  0.0747
12 C -2.074 0.450 0.940  -0.1393
13 C -1.341 0.037 2.286  -0.1519
14 H -1.449 0.432 0.021  0.0487
15 H -3.071 -0.041 0.948  0.0753
16 H -2.148 1.445 1.206  0.0149
17 H -1.574 0.879 2.930  0.0490
18 H -0.248 -0.187 2.022  0.0587
19 H -1.774 -0.808 2.835  0.0531

=====

[4]
The following is a DFT calculation (wB97M-V/def2-TZVPD) of a molecular structure, C3H6NS.

Calculated values
- DFT total energy (hartree) = -570.7623
- LUMO energy (eV) = 4.037
- net charge = -1
- relative energy (zero: lowest compared OMol25 entry of this formula, charge and spin) (kcal/mol) = 45.7

Each line ends with the Löwdin charge.
CARTESIAN COORDINATES (ANGSTROEM)
1 S 1.310 1.918 0.723  -0.1179
2 H 2.239 2.781 0.848  -0.5254
3 C -0.580 -1.646 -0.809  -0.3838
4 C -0.424 -2.428 0.373  -0.0435
5 C -0.892 0.256 -0.325  -0.1427
6 N -1.425 -0.673 -1.155  0.0057
7 H 0.215 -1.787 -1.511  0.0811
8 H -0.979 -2.237 1.323  0.0395
9 H 0.427 -3.210 0.285  0.0487
10 H -1.013 1.350 -0.552  0.0264
11 H -0.505 0.045 0.691  0.0120

=====

Number 1: frontier orbital gap 7.4 eV. Number 2: frontier orbital gap 10.0 eV. Number 3: frontier orbital gap 12.2 eV. Number 4: frontier orbital gap 7.0 eV.